This record from the Open Molecules 2025 dataset describes C55H78FO31V2 as an isolated structure at a distorted geometry. The level of theory is wB97M-V/def2-TZVPD.

ORCA input file:
```
! RIJCOSX wB97M-V def2-TZVPD def2/J DEFGRID3
* xyz 1 1
O 15.601 19.329 14.384
V 16.586 18.420 13.557
O 16.653 18.984 12.095
O 20.916 11.546 14.946
V 20.464 11.787 16.398
O 19.719 10.406 16.667
O 18.367 14.913 14.339
C 17.983 16.236 13.963
O 18.482 16.819 12.970
O 17.121 16.727 14.767
H 18.850 14.687 13.498
F 23.576 20.217 11.646
C 22.322 20.419 11.124
C 21.181 19.994 11.832
C 19.947 20.154 11.218
C 19.867 20.675 9.941
C 21.030 21.029 9.211
C 22.251 20.932 9.824
H 21.321 19.585 12.833
H 19.048 19.911 11.761
H 18.902 20.905 9.501
H 20.909 21.306 8.191
H 23.209 21.211 9.371
O 18.680 14.590 7.302
C 18.711 15.445 8.082
O 17.609 15.839 8.791
C 17.802 17.200 9.281
C 19.266 17.251 9.528
C 19.894 16.309 8.508
H 17.207 17.290 10.204
H 17.293 17.868 8.571
H 19.415 16.844 10.534
H 19.634 18.274 9.522
H 20.743 15.691 8.881
H 20.294 16.840 7.623
O 16.450 17.593 19.789
C 15.700 17.729 18.869
O 15.708 16.918 17.783
C 14.563 17.092 16.953
C 13.874 18.388 17.410
C 14.558 18.712 18.729
H 13.961 16.170 16.964
H 14.978 17.276 15.956
H 12.813 18.264 17.500
H 14.011 19.189 16.701
H 13.901 18.427 19.544
H 14.900 19.744 18.766
O 19.807 13.566 12.067
C 18.998 13.245 11.167
O 19.285 12.343 10.316
C 18.150 12.133 9.399
C 16.979 12.876 9.916
C 17.573 13.685 11.052
H 18.052 11.067 9.403
H 18.503 12.496 8.419
H 16.204 12.174 10.172
H 16.584 13.520 9.139
H 17.082 13.653 12.030
H 17.657 14.737 10.758
O 15.402 16.809 12.772
C 14.777 16.103 12.000
O 14.991 16.116 10.658
C 14.020 15.311 10.007
C 13.620 14.249 11.052
C 13.775 15.056 12.350
H 14.496 14.871 9.134
H 13.200 15.957 9.724
H 14.316 13.418 11.007
H 12.600 13.925 10.935
H 13.978 14.613 13.340
H 12.880 15.678 12.531
O 18.364 19.354 14.054
C 18.578 20.091 15.027
O 17.997 19.815 16.187
C 18.356 20.765 17.190
C 19.641 21.264 16.601
C 19.424 21.314 15.090
H 18.448 20.272 18.152
H 17.615 21.557 17.268
H 20.414 20.522 16.825
H 19.953 22.211 16.999
H 20.337 21.199 14.514
H 18.819 22.156 14.673
O 24.600 17.129 14.330
C 23.567 16.823 13.863
O 22.508 16.413 14.647
C 21.285 16.345 13.826
C 21.747 16.249 12.349
C 23.202 16.630 12.402
H 20.836 17.298 14.056
H 20.717 15.548 14.287
H 21.097 16.910 11.776
H 21.534 15.273 11.952
H 23.510 17.496 11.849
H 23.858 15.769 12.145
O 22.208 13.198 8.950
C 22.492 12.819 10.020
O 23.043 13.671 10.948
C 23.220 13.082 12.234
C 23.039 11.592 12.079
C 22.396 11.434 10.707
H 22.498 13.551 12.927
H 24.226 13.319 12.589
H 22.576 11.106 12.929
H 24.049 11.167 12.053
H 21.330 11.198 10.779
H 22.933 10.752 10.066
O 12.509 14.724 15.264
C 11.495 15.225 15.648
O 11.435 15.649 16.953
C 10.136 16.164 17.208
C 9.276 15.931 16.017
C 10.303 15.685 14.875
H 10.223 17.245 17.376
H 9.735 15.777 18.116
H 8.576 16.728 15.791
H 8.727 14.967 16.021
H 10.526 16.634 14.416
H 9.955 15.059 14.102
O 22.122 17.146 19.301
C 21.062 16.879 18.885
O 20.394 15.764 19.292
C 19.033 15.776 18.843
C 19.015 16.600 17.547
C 20.176 17.555 17.825
H 18.432 16.120 19.679
H 18.716 14.738 18.711
H 18.077 17.128 17.415
H 19.184 15.958 16.678
H 19.731 18.486 18.235
H 20.803 17.839 17.000
O 18.905 13.086 16.293
C 17.764 12.978 16.720
O 17.429 11.923 17.482
C 16.043 12.127 17.839
C 15.638 13.531 17.399
C 16.660 13.845 16.286
H 15.885 11.925 18.912
H 15.469 11.395 17.280
H 15.795 14.248 18.203
H 14.606 13.566 17.062
H 16.831 14.906 16.281
H 16.362 13.569 15.247
O 21.851 12.838 17.248
C 22.776 13.611 16.887
O 23.574 13.324 15.869
C 24.724 14.151 15.972
C 24.538 15.130 17.104
C 23.072 14.966 17.411
H 24.773 14.593 14.983
H 25.603 13.525 16.095
H 24.889 16.102 16.824
H 25.087 14.733 17.950
H 22.440 15.691 16.938
H 22.871 15.034 18.472
O 19.919 7.645 14.855
C 19.628 8.430 14.019
O 18.391 9.077 14.140
C 18.125 9.910 12.997
C 19.443 10.043 12.280
C 20.259 8.793 12.695
H 17.668 10.756 13.465
H 17.412 9.389 12.381
H 19.918 11.000 12.502
H 19.244 10.090 11.218
H 21.323 8.973 12.782
H 20.028 7.958 12.068
*
```

HOMO energy   -10.87 eV
Maximum force   0.083 Eh/bohr
E_tot   -175865.61325 eV
Frontier orbital gap   7.94 eV

These are the Mulliken partial charges, in e, on atoms 1 to 2: -0.702, 0.768

***

This record from the Open Molecules 2025 dataset describes a 2-piece molecular cluster, C36H30O3P overall at a distorted geometry. The level of theory is wB97M-V/def2-TZVPD.

ORCA input file:
```
! RIJCOSX wB97M-V def2-TZVPD def2/J DEFGRID3
* xyz 1 1
C 1.298 1.602 -4.747
C 0.430 2.691 -4.644
C -0.144 3.019 -3.414
C 0.161 2.254 -2.273
P -0.552 2.630 -0.649
C 0.771 3.275 0.407
C 0.513 3.354 1.785
C 1.516 3.802 2.648
C 2.754 4.203 2.135
C 2.989 4.171 0.758
C 2.004 3.704 -0.115
C -1.655 4.047 -0.921
C -3.004 3.863 -1.278
C -3.786 4.972 -1.614
C -3.241 6.260 -1.583
C -1.906 6.446 -1.214
C -1.117 5.348 -0.870
C -1.045 1.114 0.072
C -1.802 0.169 -0.717
O -2.238 -0.922 -0.320
C 1.033 1.158 -2.378
C 1.600 0.839 -3.616
H 1.740 1.344 -5.713
H 0.190 3.291 -5.519
H -0.830 3.864 -3.338
H -0.467 3.066 2.176
H 1.319 3.840 3.719
H 3.534 4.546 2.817
H 3.942 4.511 0.354
H 2.183 3.674 -1.191
H -3.419 2.851 -1.293
H -4.824 4.823 -1.911
H -3.853 7.121 -1.852
H -1.464 7.441 -1.195
H -0.078 5.488 -0.566
H -1.169 1.092 1.161
H -2.009 0.441 -1.774
H 1.269 0.558 -1.496
H 2.279 -0.010 -3.686
C -0.071 -9.483 -0.795
O 0.413 -8.287 -1.453
C 0.437 -7.104 -0.781
C 0.810 -5.953 -1.522
C 0.743 -4.700 -0.949
C 0.308 -4.523 0.394
C 0.191 -3.213 0.995
O -0.172 -3.276 2.307
C -0.111 -2.139 3.087
C 0.219 -0.890 2.501
C 0.436 0.168 3.415
C 0.288 -0.018 4.776
C -0.050 -1.276 5.309
C -0.241 -2.357 4.456
C 0.379 -0.798 1.091
C 0.367 -1.989 0.370
C 0.000 -5.689 1.134
C 0.063 -6.952 0.577
H -0.024 -10.234 -1.582
H 0.582 -9.763 0.040
H -1.103 -9.362 -0.444
H 1.136 -6.103 -2.551
H 1.054 -3.826 -1.518
H 0.746 1.136 3.008
H 0.440 0.818 5.461
H -0.155 -1.416 6.382
H -0.446 -3.359 4.832
H 0.812 0.114 0.664
H 0.485 -2.022 -0.714
H -0.279 -5.616 2.181
H -0.181 -7.825 1.189
*
```

HOMO energy   -10.31 eV
Maximum force   0.045 Eh/bohr
E_tot   -53242.61046 eV
Frontier orbital gap   6.26 eV

These are the natural (NBO) partial charges, in e, on atoms 1 to 2: -0.180, -0.206

***

This record from the Open Molecules 2025 dataset describes one molecule with the formula C2H3N3O at a distorted geometry. The level of theory is wB97M-V/def2-TZVPD.

ORCA input file:
```
! RIJCOSX wB97M-V def2-TZVPD def2/J DEFGRID3
* xyz 0 1
O 1.962 0.314 -0.205
C 0.691 -0.025 0.042
C -0.355 0.781 0.319
N -1.456 -0.053 0.284
N -1.034 -1.334 0.032
N 0.242 -1.323 -0.053
H 2.434 -0.499 -0.426
H -0.487 1.833 0.502
H -1.998 0.304 -0.496
*
```

HOMO energy   -9.35 eV
SMILES   Oc1c[nH]nn1
Maximum force   0.030 Eh/bohr
E_tot   -8638.47116 eV
Energy relative to the best compared isomer or geometry (same formula, charge and spin)   46.7 kcal/mol
Frontier orbital gap   10.18 eV

These are the natural (NBO) partial charges, in e, on atoms 1 to 2: -0.651, 0.354

***

This record from the Open Molecules 2025 dataset describes C29H27CuN6O4S2 as an isolated structure. The level of theory is wB97M-V/def2-TZVPD.

ORCA input file:
```
! RIJCOSX wB97M-V def2-TZVPD def2/J DEFGRID3
* xyz 1 2
Cu 0.496 -0.213 -0.885
C -5.911 2.075 1.811
C -4.916 1.914 0.697
C -4.145 2.988 0.267
C -3.202 2.835 -0.738
C -3.034 1.595 -1.330
C -3.812 0.514 -0.937
C -4.739 0.678 0.077
S -1.841 1.396 -2.618
O -0.976 2.551 -2.555
O -2.538 1.096 -3.836
N -0.918 0.134 -2.209
C -1.246 -1.194 -2.373
C -2.203 -1.813 -3.185
C -2.277 -3.188 -3.140
C -1.422 -3.931 -2.320
C -0.502 -3.250 -1.559
N -0.425 -1.916 -1.586
H -6.230 3.112 1.911
H -5.472 1.768 2.763
H -6.794 1.459 1.643
H -4.286 3.961 0.722
H -2.604 3.671 -1.075
H -3.705 -0.448 -1.422
H -5.348 -0.164 0.384
H -2.836 -1.220 -3.826
H -3.004 -3.698 -3.758
H -1.469 -5.009 -2.287
H 0.198 -3.760 -0.909
O 0.522 -6.143 3.792
C 1.729 -5.662 3.440
O 2.732 -6.191 3.816
C 1.755 -4.432 2.574
C 0.709 -3.518 2.511
C 0.809 -2.388 1.714
C 1.974 -2.168 0.990
C 3.020 -3.088 1.031
C 2.911 -4.209 1.831
N 2.059 -1.001 0.179
C 3.156 -0.366 0.072
C 3.228 0.773 -0.850
C 4.395 1.479 -1.064
C 4.377 2.502 -2.008
C 3.202 2.766 -2.685
C 2.064 2.016 -2.397
N 2.082 1.045 -1.493
H -0.189 -5.696 3.318
H -0.187 -3.652 3.106
H 0.009 -1.661 1.670
H 3.898 -2.943 0.415
H 3.712 -4.932 1.890
H 4.044 -0.653 0.634
H 5.295 1.228 -0.519
H 5.273 3.072 -2.213
H 3.150 3.542 -3.436
H 1.112 2.205 -2.879
C 0.588 3.831 0.151
N 1.283 3.008 1.133
C 2.428 3.376 1.819
C 2.710 2.393 2.697
N 1.727 1.435 2.531
C 0.845 1.812 1.579
S -0.552 0.979 1.088
H 1.325 4.376 -0.434
H -0.071 4.535 0.659
H -0.003 3.190 -0.499
H 2.928 4.309 1.628
H 3.496 2.301 3.423
H 1.613 0.587 3.061
*
```

HOMO energy (alpha / beta)   -10.91 / -10.89 eV
Expectation value of S²   0.75
Maximum force   0.004 Eh/bohr
E_tot   -113948.48806 eV
Energy relative to the best compared isomer or geometry (same formula, charge and spin)   1.5 kcal/mol
Frontier orbital gap (alpha / beta)   6.79 / 6.78 eV

These are the natural (NBO) partial charges, in e, on atoms 1 to 2: 1.364, -0.633

***

This record from the Open Molecules 2025 dataset describes CHO3PS as an isolated structure at a distorted geometry. The level of theory is wB97M-V/def2-TZVPD.

ORCA input file:
```
! RIJCOSX wB97M-V def2-TZVPD def2/J DEFGRID3
* xyz 0 1
C 0.339 -0.875 -0.930
O 1.418 1.784 -0.599
O -0.905 -1.135 0.553
O -0.176 1.037 1.163
P 0.442 0.734 -0.375
S -0.741 -0.324 1.853
H -0.377 -1.221 -1.665
*
```

HOMO energy (alpha / beta)   -8.60 / -8.24 eV
Maximum force   0.052 Eh/bohr
E_tot   -27314.76608 eV
Energy relative to the best compared isomer or geometry (same formula, charge and spin)   123.9 kcal/mol
Frontier orbital gap (alpha / beta)   7.15 / 6.59 eV

These are the natural (NBO) partial charges, in e, on atoms 1 to 2: -0.526, -0.957

***

This record from the Open Molecules 2025 dataset describes C40H42ClN4O5S3Sr as an isolated structure. The level of theory is wB97M-V/def2-TZVPD.

ORCA input file:
```
! RIJCOSX wB97M-V def2-TZVPD def2/J DEFGRID3
* xyz -1 1
Sr -0.006 -1.190 0.131
Cl 7.303 0.027 -2.022
C 5.765 -0.170 -1.213
C 5.455 0.642 -0.115
C 4.266 0.484 0.538
C 3.288 -0.483 0.139
O 2.228 -0.636 0.825
C 3.618 -1.276 -1.020
C 2.791 -2.287 -1.616
N 1.546 -2.529 -1.398
C 0.878 -3.528 -2.112
C 1.199 -3.880 -3.404
C 0.484 -4.874 -4.095
C -0.568 -5.512 -3.508
C -0.966 -5.151 -2.201
C -2.085 -5.729 -1.570
C -2.459 -5.305 -0.330
C -1.712 -4.280 0.280
N -0.655 -3.743 -0.269
C -0.258 -4.146 -1.500
C 4.872 -1.107 -1.647
H 6.165 1.393 0.209
H 4.005 1.115 1.378
H 3.334 -2.916 -2.330
H 1.991 -3.353 -3.919
H 0.768 -5.111 -5.113
H -1.134 -6.269 -4.038
H -2.644 -6.496 -2.093
H -3.325 -5.713 0.175
H -1.999 -3.894 1.254
H 5.122 -1.724 -2.502
O -2.345 -2.047 -2.768
C -1.879 -0.981 -2.345
O -1.915 -0.590 -1.129
C -1.193 -0.040 -3.342
C -1.623 -0.193 -4.663
C -1.183 0.619 -5.693
C -0.260 1.615 -5.399
C 0.201 1.764 -4.106
C -0.238 0.959 -3.038
S 0.555 1.311 -1.493
H -2.334 -0.989 -4.844
H -1.552 0.477 -6.702
H 0.112 2.271 -6.179
H 0.942 2.524 -3.886
C 3.310 -3.399 5.177
C 1.994 -2.938 5.793
C 0.842 -2.942 4.791
S 0.970 -1.578 3.607
O -0.090 -1.876 2.594
C 0.332 -0.220 4.611
C -1.134 -0.318 4.996
C -1.550 0.866 5.859
H 4.129 -3.320 5.893
H 3.571 -2.798 4.305
H 3.244 -4.439 4.854
H 2.110 -1.941 6.226
H 1.719 -3.587 6.628
H -0.141 -2.926 5.261
H 0.888 -3.821 4.145
H 0.535 0.671 4.009
H 0.988 -0.156 5.486
H -1.316 -1.252 5.534
H -1.738 -0.349 4.088
H -0.941 0.933 6.765
H -2.594 0.777 6.160
H -1.461 1.801 5.304
C -3.328 3.947 -2.191
C -3.551 2.465 -1.925
C -3.475 2.093 -0.455
N -2.131 2.325 0.053
C -1.837 2.335 1.337
S -2.899 2.028 2.597
N -0.500 2.582 1.641
C 0.426 3.416 1.036
O 1.602 3.309 1.310
C -0.092 4.536 0.191
C 0.525 4.831 -1.020
C 0.122 5.946 -1.737
C -0.868 6.782 -1.235
C -1.470 6.496 -0.019
C -1.092 5.363 0.689
H -3.310 4.155 -3.262
H -2.371 4.278 -1.779
H -4.113 4.560 -1.737
H -2.817 1.877 -2.476
H -4.529 2.148 -2.296
H -3.731 1.041 -0.316
H -4.159 2.694 0.147
H -1.337 2.144 -0.583
H -0.168 2.159 2.497
H 1.289 4.163 -1.393
H 0.582 6.163 -2.692
H -1.175 7.655 -1.798
H -2.245 7.142 0.373
H -1.570 5.122 1.632
*
```

HOMO energy   -4.16 eV
Maximum force   0.012 Eh/bohr
E_tot   -104231.72515 eV
Energy relative to the best compared isomer or geometry (same formula, charge and spin)   6.1 kcal/mol
Frontier orbital gap   6.12 eV

These are the Mulliken partial charges, in e, on atoms 1 to 2: 2.161, -0.286

***

This record from the Open Molecules 2025 dataset describes C17H20BClN6Sr as an isolated structure at a distorted geometry. The level of theory is wB97M-V/def2-TZVPD.

ORCA input file:
```
! RIJCOSX wB97M-V def2-TZVPD def2/J DEFGRID3
* xyz 0 1
H -0.389 2.929 0.599
N -0.036 1.675 -1.094
B 0.657 0.737 -3.358
N 0.557 1.911 -2.329
C 0.942 3.201 -2.408
Sr -1.057 -0.525 -0.370
H 1.409 3.584 -3.306
C 0.604 3.832 -1.206
H 0.766 4.860 -0.942
C -0.001 2.840 -0.411
H 1.112 1.138 -4.384
C -1.995 -2.466 0.438
H -2.566 -3.166 1.046
H -0.932 -2.771 0.484
H -2.403 -2.489 -0.594
N -0.764 0.132 -3.582
N 1.594 -0.363 -2.758
N -1.479 -0.460 -2.522
N 1.223 -1.038 -1.599
C -1.503 0.083 -4.705
C 2.783 -0.824 -3.201
H -1.096 0.495 -5.622
H 3.227 -0.428 -4.107
C -2.717 -0.552 -4.423
C 3.213 -1.827 -2.331
C -2.664 -0.893 -3.063
C 2.205 -1.932 -1.351
H -3.525 -0.746 -5.108
H 4.120 -2.399 -2.405
H -3.394 -1.416 -2.449
H 2.170 -2.608 -0.504
H -2.162 -1.372 0.951
Cl -0.235 2.728 3.804
C -0.009 1.244 4.615
C 0.102 1.229 5.998
C 0.233 0.010 6.687
C 0.207 -1.191 5.969
C 0.123 -1.192 4.588
C 0.085 0.030 3.834
C 0.162 0.020 2.444
H 0.092 2.168 6.549
H 0.345 0.011 7.771
H 0.260 -2.136 6.511
H 0.106 -2.132 4.036
H 0.585 -0.858 1.952
H 0.044 0.931 1.859
*
```

HOMO energy   -5.24 eV
Maximum force   0.120 Eh/bohr
E_tot   -40927.99737 eV
Energy relative to the best compared isomer or geometry (same formula, charge and spin)   0.0 kcal/mol
Frontier orbital gap   4.76 eV

These are the Mulliken partial charges, in e, on atoms 1 to 2: 0.426, -0.073